No. 1
Formula: C40H53N4O4PPtS2Se2
Source: the OMol25 dataset
Level of theory: ωB97M-V with the def2-TZVPD basis set

Results
ΔE to the lowest compared entry with this formula, charge and spin, kcal per mole: 73.8
Spin multiplicity: 1
HOMO, Ha: -0.058
Gap between HOMO and LUMO, hartree: 0.17216
E_LUMO, Eh: 0.1145
Total charge: -2
Molar mass, u: 1101.994

CARTESIAN COORDINATES (ANGSTROEM)
Pt: 0.24 -0.18 0.18
O: 3.93 2.80 1.89
C: 2.76 2.14 2.34
C: 3.01 0.72 2.85
C: 4.08 0.78 3.97
O: 3.72 1.55 5.10
C: 1.75 0.12 3.47
Se: 0.02 0.50 2.61
C: 3.59 -0.19 1.77
Se: 2.83 -0.07 -0.04
H: 4.17 2.41 1.04
H: 1.99 2.10 1.56
H: 2.35 2.75 3.15
H: 5.01 1.17 3.53
H: 4.27 -0.23 4.34
H: 3.52 2.44 4.79
H: 1.62 0.51 4.48
H: 1.85 -0.96 3.52
H: 3.53 -1.23 2.09
H: 4.65 0.05 1.62
S: -0.31 1.84 -3.99
C: 1.16 2.21 -3.21
C: 2.33 2.39 -3.98
C: 3.51 2.87 -3.44
C: 4.63 3.09 -4.29
N: 5.51 3.27 -5.01
C: 3.56 3.18 -2.07
C: 2.44 2.95 -1.27
C: 1.26 2.43 -1.78
S: -0.07 2.14 -0.67
C: 4.73 3.73 -1.48
N: 5.66 4.19 -0.96
H: 2.28 2.18 -5.04
H: 2.50 3.18 -0.21
C: 0.34 -5.73 -1.96
C: -0.01 -4.27 -1.64
C: 0.87 -3.31 -2.44
C: -1.45 -4.00 -2.10
P: 0.12 -3.72 0.20
N: 0.20 -2.22 0.44
C: -1.43 -4.41 1.14
C: -1.12 -4.21 2.62
C: -1.81 -5.87 0.90
C: -2.61 -3.48 0.81
C: 1.70 -4.55 0.96
C: 2.84 -4.21 0.00
C: 2.01 -3.81 2.27
C: 1.65 -6.06 1.21
H: 0.13 -5.91 -3.02
H: -0.26 -6.42 -1.37
H: 1.39 -5.95 -1.80
H: 0.61 -3.37 -3.50
H: 1.94 -3.52 -2.34
H: 0.69 -2.28 -2.11
H: -1.50 -4.06 -3.19
H: -1.75 -3.00 -1.81
H: -2.15 -4.73 -1.69
H: -0.41 -4.94 2.99
H: -2.04 -4.31 3.21
H: -0.73 -3.20 2.79
H: -0.99 -6.54 1.13
H: -2.13 -6.04 -0.13
H: -2.65 -6.12 1.56
H: -2.26 -2.45 0.74
H: -3.35 -3.54 1.62
H: -3.11 -3.74 -0.12
H: 2.82 -3.15 -0.23
H: 2.78 -4.78 -0.93
H: 3.80 -4.45 0.46
H: 1.71 -2.76 2.15
H: 3.08 -3.84 2.47
H: 1.49 -4.23 3.13
H: 1.39 -6.61 0.30
H: 0.94 -6.32 1.99
H: 2.64 -6.40 1.54
C: -7.32 0.82 3.91
C: -7.11 0.96 2.42
C: -7.98 1.76 1.68
C: -7.79 1.94 0.32
C: -6.72 1.33 -0.31
C: -5.86 0.50 0.40
N: -4.78 -0.14 -0.19
C: -4.64 -0.50 -1.52
C: -5.75 -0.79 -2.32
C: -5.59 -1.17 -3.64
C: -4.32 -1.29 -4.19
C: -3.21 -1.05 -3.39
C: -3.35 -0.67 -2.06
C: -2.09 -0.48 -1.27
O: -1.00 -0.66 -1.84
O: -2.16 -0.20 -0.03
C: -6.06 0.30 1.79
C: -5.14 -0.63 2.52
H: -8.05 1.55 4.27
H: -6.39 0.98 4.45
H: -7.69 -0.18 4.16
H: -8.81 2.25 2.18
H: -8.46 2.58 -0.24
H: -6.52 1.52 -1.36
H: -3.87 -0.11 0.28
H: -6.75 -0.73 -1.90
H: -6.46 -1.38 -4.25
H: -4.20 -1.58 -5.23
H: -2.21 -1.14 -3.78
H: -4.87 -1.46 1.87
H: -5.61 -1.03 3.42
H: -4.21 -0.13 2.81

No. 2
Formula: C40H53NO3P3PdS2
Source: the OMol25 dataset
Level of theory: ωB97M-V with the def2-TZVPD basis set

Results
Spin multiplicity: 1
HOMO, Ha: -0.373
Gap between HOMO and LUMO, hartree: 0.19556
E_LUMO, Eh: -0.1779
Total charge: +1
Molar mass, u: 859.344

CARTESIAN COORDINATES (ANGSTROEM)
Pd: -0.43 0.17 0.31
C: -0.70 -4.52 -1.46
C: -0.96 -3.02 -1.62
C: -2.47 -2.82 -1.58
P: 0.05 -2.09 -0.36
C: 1.83 -2.40 -0.75
C: 2.45 -3.80 -0.59
C: 2.11 -1.86 -2.15
C: -0.57 -2.68 1.23
C: -0.12 -3.70 2.04
C: -0.80 -4.00 3.21
C: -1.92 -3.26 3.56
C: -2.38 -2.23 2.77
C: -1.72 -1.94 1.58
N: -2.08 -0.93 0.68
C: -3.33 -0.45 0.45
C: -4.51 -1.14 0.81
C: -5.73 -0.53 0.65
C: -5.84 0.76 0.12
C: -4.71 1.40 -0.33
C: -3.46 0.78 -0.21
P: -1.95 1.40 -0.93
C: -2.03 3.22 -1.10
C: -2.93 3.61 -2.29
C: -0.70 3.97 -1.25
C: -1.66 0.59 -2.56
C: -0.30 0.98 -3.13
C: -2.78 0.72 -3.60
H: -1.26 -5.05 -2.23
H: -1.07 -4.87 -0.49
H: 0.34 -4.81 -1.56
H: -0.58 -2.69 -2.59
H: -2.88 -3.22 -0.65
H: -2.91 -3.39 -2.40
H: -2.80 -1.79 -1.68
H: 2.32 -1.74 -0.02
H: 2.22 -4.45 -1.43
H: 2.18 -4.30 0.33
H: 3.53 -3.66 -0.58
H: 1.64 -2.49 -2.92
H: 3.18 -1.87 -2.34
H: 1.77 -0.84 -2.28
H: 0.77 -4.27 1.77
H: -0.44 -4.80 3.85
H: -2.43 -3.48 4.49
H: -3.22 -1.63 3.08
H: -4.45 -2.13 1.23
H: -6.62 -1.05 0.96
H: -6.80 1.24 0.04
H: -4.79 2.38 -0.77
H: -2.50 3.52 -0.16
H: -2.37 3.56 -3.22
H: -3.23 4.65 -2.14
H: -3.84 3.02 -2.40
H: -0.21 3.70 -2.19
H: -0.02 3.81 -0.43
H: -0.94 5.04 -1.30
H: -1.63 -0.46 -2.26
H: -0.30 2.01 -3.47
H: -0.07 0.35 -4.00
H: 0.51 0.86 -2.40
H: -2.74 1.68 -4.12
H: -3.77 0.60 -3.16
H: -2.65 -0.07 -4.34
C: -2.93 1.91 3.35
C: -1.41 1.86 3.21
C: -0.71 2.44 4.43
O: -1.07 0.50 3.04
C: -1.02 2.70 1.99
O: -1.14 3.90 2.03
O: -0.54 2.11 0.91
H: -3.23 1.44 4.28
H: -3.40 1.36 2.52
H: -3.28 2.94 3.33
H: -1.07 1.95 5.33
H: -0.90 3.51 4.50
H: 0.37 2.30 4.35
H: -0.14 0.39 3.29
S: 3.24 2.94 2.34
P: 3.33 1.37 1.21
S: 1.67 0.11 1.48
C: 4.75 0.29 1.53
C: 4.66 -0.95 2.15
C: 5.81 -1.69 2.41
C: 7.05 -1.19 2.04
C: 7.15 0.05 1.42
C: 6.00 0.79 1.18
C: 3.42 1.72 -0.57
C: 3.05 2.99 -1.02
C: 3.14 3.29 -2.37
C: 3.61 2.34 -3.27
C: 3.98 1.08 -2.81
C: 3.89 0.77 -1.47
H: 3.70 -1.35 2.44
H: 5.74 -2.65 2.89
H: 7.95 -1.76 2.24
H: 8.11 0.45 1.14
H: 6.08 1.77 0.71
H: 2.70 3.72 -0.30
H: 2.86 4.28 -2.72
H: 3.71 2.59 -4.31
H: 4.36 0.35 -3.51
H: 4.20 -0.20 -1.11

No. 3
Formula: C40H54As2N4O17Sr
Source: the OMol25 dataset
Level of theory: ωB97M-V with the def2-TZVPD basis set

Results
ΔE to the lowest compared entry with this formula, charge and spin, kcal per mole: 0.0
Spin multiplicity: 1
HOMO (alpha / beta), Ha: -0.070 / -0.090
Gap between HOMO and LUMO (alpha / beta), hartree: 0.20676 / 0.22625
E_LUMO (alpha / beta), Eh: 0.1364 / 0.1364
Total charge: -2
Molar mass, u: 1100.347

CARTESIAN COORDINATES (ANGSTROEM)
Sr: -0.08 1.33 2.07
O: -2.76 -1.80 4.33
C: -2.30 -0.96 3.54
O: -1.15 -0.45 3.52
C: -3.25 -0.54 2.40
N: -3.10 0.83 1.91
C: -3.70 1.79 2.86
C: -2.71 2.49 3.77
N: -1.69 3.30 3.11
C: -2.21 4.47 2.38
C: -2.74 4.31 0.95
N: -1.78 3.81 -0.01
C: -2.33 3.19 -1.19
C: -1.53 1.97 -1.64
N: -1.55 0.81 -0.74
C: -2.92 0.30 -0.54
C: -3.73 0.91 0.60
C: -0.76 -0.23 -1.40
C: -0.17 -1.29 -0.49
O: 0.51 -2.23 -1.27
O: -1.01 -1.86 0.45
C: -0.71 4.75 -0.32
C: 0.68 4.43 0.26
O: 1.62 5.09 -0.20
O: 0.72 3.53 1.14
C: -0.78 3.84 4.14
C: 0.05 2.81 4.94
O: -0.05 2.87 6.17
O: 0.81 2.06 4.26
H: -4.29 -0.73 2.71
H: -3.02 -1.21 1.58
H: -4.42 1.27 3.51
H: -4.28 2.52 2.31
H: -2.19 1.74 4.37
H: -3.29 3.11 4.49
H: -1.40 5.19 2.33
H: -3.01 4.94 2.97
H: -3.09 5.33 0.67
H: -3.63 3.68 0.92
H: -2.34 3.89 -2.05
H: -3.38 2.92 -1.04
H: -0.49 2.28 -1.76
H: -1.90 1.67 -2.63
H: -2.86 -0.77 -0.39
H: -3.50 0.44 -1.47
H: -4.70 0.38 0.60
H: -3.97 1.95 0.39
H: 0.10 0.22 -1.89
H: -1.35 -0.75 -2.18
H: -0.97 5.76 0.03
H: -0.59 4.83 -1.40
H: -1.33 4.44 4.88
H: -0.05 4.47 3.63
C: -3.70 -3.54 -4.65
O: -2.55 -3.31 -3.85
C: -2.73 -3.56 -2.51
O: -3.84 -3.91 -2.09
C: -1.57 -3.36 -1.76
C: -0.21 -3.09 -2.16
As: 1.04 -4.58 -2.43
C: -0.11 -5.67 -3.58
C: 0.58 -5.41 -0.72
C: -0.04 -4.75 0.37
As: -1.46 -3.59 0.06
C: -3.04 -3.78 1.11
C: 0.39 -4.88 1.75
O: 1.39 -5.44 2.16
O: -0.46 -4.20 2.57
C: -0.05 -3.97 3.92
C: 1.08 -6.76 -0.62
O: 1.89 -7.27 -1.39
O: 0.52 -7.49 0.38
C: 1.13 -8.74 0.61
C: 2.08 -0.59 -0.24
O: 0.85 -0.68 0.37
O: 2.92 -0.90 0.70
C: 4.29 -0.97 0.27
H: -3.39 -3.34 -5.68
H: -4.52 -2.88 -4.37
H: -4.04 -4.57 -4.56
H: -0.08 -5.29 -4.60
H: -1.14 -5.66 -3.22
H: 0.28 -6.69 -3.56
H: -3.18 -4.85 1.25
H: -3.87 -3.37 0.54
H: -2.90 -3.31 2.07
H: -0.34 -2.96 4.18
H: 1.03 -4.12 4.01
H: -0.57 -4.68 4.57
H: 0.60 -9.18 1.46
H: 2.19 -8.62 0.86
H: 1.05 -9.39 -0.26
H: 4.82 -1.48 1.07
H: 4.68 0.04 0.14
H: 4.35 -1.53 -0.66
C: 6.90 4.35 -3.98
C: 5.81 3.84 -3.07
C: 4.82 3.00 -3.56
C: 3.80 2.53 -2.73
C: 2.74 1.62 -3.29
C: 3.81 2.91 -1.38
C: 2.76 2.34 -0.50
O: 2.97 1.89 0.60
C: 4.79 3.76 -0.87
C: 4.75 4.22 0.56
C: 5.78 4.22 -1.73
H: 6.82 3.92 -4.97
H: 7.89 4.10 -3.58
H: 6.86 5.44 -4.07
H: 4.84 2.69 -4.60
H: 2.96 1.38 -4.33
H: 1.76 2.11 -3.27
H: 2.65 0.70 -2.72
H: 1.75 2.28 -0.94
H: 3.75 4.56 0.82
H: 5.46 5.04 0.70
H: 5.01 3.41 1.24
H: 6.53 4.90 -1.35

No. 4
Formula: C40H54BiN6O7SeSi
Source: the OMol25 dataset
Level of theory: ωB97M-V with the def2-TZVPD basis set

Results
Spin multiplicity: 1
HOMO, Ha: -0.180
Gap between HOMO and LUMO, hartree: 0.26567
E_LUMO, Eh: 0.0854
Total charge: -1
Molar mass, u: 1046.933

CARTESIAN COORDINATES (ANGSTROEM)
Bi: 0.57 0.05 -0.05
N: -0.14 1.89 2.22
C: 0.29 1.26 3.33
C: 1.07 1.97 4.26
C: 1.51 1.38 5.43
C: 1.20 0.06 5.69
C: 0.42 -0.64 4.79
C: -0.04 -0.08 3.60
C: -0.93 -0.90 2.74
C: -1.97 -1.53 3.42
C: -2.83 -2.40 2.79
C: -2.61 -2.72 1.46
C: -1.58 -2.09 0.78
C: -0.76 -1.14 1.37
H: 0.09 2.85 2.04
H: -0.88 1.53 1.63
H: 1.30 3.01 4.05
H: 2.10 1.96 6.13
H: 1.54 -0.41 6.60
H: 0.17 -1.67 4.99
H: -2.13 -1.30 4.47
H: -3.67 -2.83 3.33
H: -3.26 -3.41 0.94
H: -1.40 -2.37 -0.24
C: 1.45 -6.90 -0.84
O: 1.42 -6.36 -2.13
C: 1.53 -5.00 -2.25
C: 1.72 -4.51 -3.56
C: 1.95 -3.18 -3.75
C: 2.02 -2.26 -2.69
C: 2.54 -0.92 -2.93
C: 3.33 -0.71 -4.21
O: 2.48 0.00 -2.13
C: 1.70 -2.72 -1.37
O: 1.71 -2.00 -0.30
C: 1.48 -4.11 -1.21
H: 1.48 -7.98 -0.97
H: 0.57 -6.62 -0.25
H: 2.36 -6.58 -0.30
H: 1.67 -5.20 -4.39
H: 2.08 -2.83 -4.76
H: 4.18 -1.40 -4.23
H: 3.70 0.31 -4.23
H: 2.72 -0.89 -5.09
H: 1.27 -4.43 -0.20
N: -0.50 -0.73 -1.73
C: -1.62 -0.88 -2.07
N: -2.69 -1.05 -2.65
C: -3.86 -1.52 -2.41
N: -4.94 -1.91 -2.31
C: 4.18 -0.10 3.96
N: 4.49 -1.02 2.90
C: 4.95 -2.30 3.06
C: 5.17 -2.81 1.83
N: 4.84 -1.84 0.92
C: 4.93 -1.95 -0.51
C: 4.40 -0.75 1.58
Se: 3.86 0.81 0.84
H: 4.94 -0.18 4.74
H: 3.20 -0.29 4.37
H: 4.19 0.91 3.54
H: 5.09 -2.73 4.03
H: 5.54 -3.76 1.53
H: 5.65 -2.72 -0.77
H: 5.25 -0.98 -0.91
H: 3.96 -2.18 -0.93
C: 1.15 5.40 -1.10
C: 1.18 4.01 -1.75
C: 2.09 3.09 -0.94
C: 1.71 4.11 -3.19
O: -0.13 3.48 -1.84
Si: -1.27 3.03 -0.75
O: -1.19 1.53 -0.27
O: -2.72 3.40 -1.42
C: -3.09 3.47 -2.78
C: -2.59 2.25 -3.55
C: -4.62 3.54 -2.82
C: -2.50 4.76 -3.39
O: -1.11 4.02 0.57
C: -2.07 4.71 1.33
C: -1.36 5.19 2.61
C: -3.23 3.79 1.71
C: -2.59 5.91 0.54
H: 2.16 5.81 -1.08
H: 0.78 5.30 -0.09
H: 0.50 6.07 -1.65
H: 3.08 3.53 -0.83
H: 2.19 2.13 -1.44
H: 1.66 2.93 0.04
H: 2.75 4.41 -3.17
H: 1.13 4.83 -3.76
H: 1.62 3.14 -3.66
H: -3.01 1.35 -3.11
H: -1.51 2.19 -3.46
H: -2.87 2.30 -4.60
H: -5.05 2.62 -2.41
H: -4.96 3.66 -3.85
H: -4.97 4.38 -2.23
H: -1.42 4.72 -3.27
H: -2.89 5.62 -2.85
H: -2.76 4.84 -4.44
H: -1.10 4.35 3.25
H: -2.01 5.86 3.17
H: -0.45 5.73 2.36
H: -2.87 2.94 2.29
H: -3.68 3.41 0.80
H: -3.97 4.34 2.29
H: -1.76 6.52 0.21
H: -3.27 6.52 1.14
H: -3.11 5.54 -0.34